(1)
ORCA calculation (ωB97M-V/def2-TZVPD) on a molecular structure, C8H5CrNO3S.

XYZ file:
```
19
Properties=species:S:1:pos:R:3:forces:R:3:mulliken_spin:R:1
O 0.001 2.243 -3.384 0.0 -1.6 2.5 -0.02
C 0.000 1.621 -2.431 0.0 1.4 -2.1 0.03
Cr -0.002 0.190 -0.067 0.1 3.5 0.7 4.18
C 1.594 -0.783 -0.546 7.9 -4.3 -2.4 -0.11
C -1.591 -0.781 -0.538 -7.4 -4.1 -2.4 -0.12
O 2.624 -1.271 -0.831 -5.9 2.8 1.7 0.12
O -2.618 -1.264 -0.825 5.4 2.5 1.6 0.13
S -0.051 1.976 1.313 -0.2 0.0 -0.9 -0.20
C 0.060 1.040 2.747 -0.3 -1.6 2.0 -0.04
N -0.804 -0.014 3.002 0.7 0.1 0.8 0.01
C -0.779 -0.788 4.147 0.3 0.6 -0.6 0.00
C 0.177 -0.503 5.107 -0.2 -0.1 -0.1 0.00
C 1.089 0.551 4.901 -0.2 -0.1 0.0 0.00
C 1.012 1.306 3.730 0.1 0.2 -0.2 -0.01
H -1.499 -0.235 2.308 -0.4 0.1 0.0 0.02
H -1.536 -1.594 4.214 0.6 0.7 0.0 0.00
H 0.202 -1.102 6.014 0.0 0.1 -0.2 0.00
H 1.847 0.788 5.669 -0.5 -0.2 -0.6 0.00
H 1.696 2.124 3.513 -0.1 -0.2 0.3 0.00
```
Forces are in eV/Å.

Summary:
**2S+1**: 5
**Charge**: +2
**Energy**: -2030.3168 a.u.

(2)
ORCA calculation (ωB97M-V/def2-TZVPD) on a molecular structure, C8H5CuN2O5S2.

XYZ file:
```
23
Properties=species:S:1:pos:R:3:forces:R:3:mulliken_charge:R:1
Cu 0.000 -0.492 -0.134 0.4 -0.3 0.0 0.04
O -1.514 1.446 3.192 0.2 -0.4 -0.2 -0.54
C -0.814 0.896 2.113 -0.3 1.2 0.0 0.66
O -1.427 0.285 1.244 -0.1 -0.2 -0.1 -0.67
C 0.340 1.857 1.745 0.1 -0.3 -0.2 -0.41
O 0.396 1.948 0.342 -0.1 0.0 -0.1 -0.27
C 1.665 2.076 -0.267 0.0 0.1 0.3 -0.33
C 1.753 1.314 -1.596 0.2 -0.3 -0.2 0.67
O 2.595 1.750 -2.397 -0.1 0.0 0.1 -0.75
O 1.026 0.289 -1.734 -0.2 0.1 0.1 -0.59
H -2.085 0.719 3.477 -0.1 0.1 0.1 0.41
H 0.116 2.832 2.190 0.0 0.0 0.0 0.24
H 1.281 1.476 2.141 0.0 0.0 0.1 0.32
H 1.901 3.126 -0.463 0.0 0.0 0.0 0.21
H 2.438 1.660 0.393 0.0 0.0 -0.1 0.22
S 0.257 -0.734 3.458 0.2 -0.4 -0.1 -0.47
C 0.085 -2.224 2.570 -0.1 0.2 0.4 0.72
S 0.637 -2.444 0.957 -0.1 0.3 -0.1 -0.44
C -0.507 -3.292 3.257 -0.1 -0.6 0.1 0.07
C -0.616 -4.596 2.659 0.0 0.5 0.3 0.02
N -0.727 -5.663 2.232 0.0 -0.1 0.0 -0.61
C -1.009 -3.192 4.602 0.2 -0.1 -0.7 0.15
N -1.462 -3.180 5.665 0.0 0.0 0.1 -0.64
```
Forces are in eV/Å.

Summary:
**2S+1**: 1
**Charge**: -2
**Energy above the lowest of the compared OMol25 structures with the same formula, charge and spin**: 5.3 kJ/mol

(3)
ORCA calculation (ωB97M-V/def2-TZVPD) on a molecular structure, C8H5F3N2OS2.

XYZ file:
```
21
Properties=species:S:1:pos:R:3:forces:R:3:mulliken_charge:R:1
C 0.546 -0.972 -2.081 0.0 2.7 0.1 -0.61
C 0.110 1.031 1.690 -1.4 -0.2 0.1 -0.50
C -0.870 0.562 -2.794 1.1 -1.6 0.4 -0.12
C 1.158 -0.923 1.762 -0.6 1.9 -0.5 -0.22
C 1.134 0.120 -1.497 -2.1 1.2 -0.9 0.19
C -0.509 0.517 2.781 -1.0 -0.1 3.5 -0.19
C 2.156 0.221 -0.494 2.7 0.0 1.0 0.80
C 2.790 1.686 -0.187 1.2 -2.2 -1.5 0.81
N -0.570 -0.719 -2.807 -0.3 0.3 -0.6 -0.61
N 0.980 0.177 1.069 -0.7 0.5 1.5 0.02
O 2.929 -0.695 -0.182 -0.6 0.5 -1.0 -0.78
F 2.088 2.780 -0.397 -0.7 0.6 0.1 -0.25
F 3.190 1.664 1.068 0.6 0.5 0.2 -0.25
F 3.884 1.780 -1.059 -1.1 0.0 1.4 -0.29
S 0.133 1.541 -1.866 0.8 -0.6 0.2 -0.03
S 0.280 -0.983 3.173 -0.9 -0.2 0.2 -0.11
H 1.025 -1.881 -2.082 0.6 -2.2 0.1 0.57
H -0.187 1.979 1.298 0.3 0.4 -0.6 0.37
H -1.548 0.982 -3.470 -1.3 0.5 -0.6 0.45
H 1.830 -1.612 1.376 1.2 -1.4 -0.3 0.48
H -1.297 0.867 3.651 2.2 -0.4 -2.9 0.28
```
Forces are in eV/Å.

Summary:
**2S+1**: 1
**Charge**: 0
**Energy above the lowest of the compared OMol25 structures with the same formula, charge and spin**: 71.3 kJ/mol

(4)
ORCA calculation (ωB97M-V/def2-TZVPD) on C8H5FN2OS in the gas phase.

XYZ file:
```
18
Properties=species:S:1:pos:R:3:forces:R:3:mulliken_charge:R:1
F 4.427 -0.872 0.190 2.8 -1.2 0.3 -0.30
C 3.245 -0.372 0.181 -2.5 0.8 -0.8 0.20
C 3.089 0.914 -0.281 -4.6 0.5 0.3 -0.37
C 1.746 1.510 -0.426 2.9 -9.9 2.6 -0.86
C 0.682 0.654 -0.093 1.0 1.3 0.2 0.62
O -0.561 1.323 -0.168 1.5 -0.1 -0.4 -0.43
C -1.661 0.617 -0.039 -1.5 -1.2 0.9 0.35
C -2.586 0.844 0.945 -0.5 -3.5 -3.1 -0.45
N -3.665 -0.032 0.918 1.1 1.2 0.0 -0.28
N -3.575 -0.880 0.005 -0.5 -1.5 -0.8 -0.19
S -2.177 -0.770 -0.962 -0.2 1.0 0.7 0.11
C 0.895 -0.651 0.401 -4.7 -0.6 -0.9 -0.15
C 2.153 -1.186 0.469 -0.8 -0.5 0.3 -0.40
H 3.888 1.503 -0.530 2.1 1.2 -0.5 0.49
H 1.606 2.435 -0.559 -1.0 7.0 -1.5 0.64
H -2.636 1.652 1.510 0.1 3.3 2.8 0.57
H -0.192 -1.349 0.520 3.9 2.0 0.0 0.08
H 2.122 -2.256 0.689 1.0 0.4 0.1 0.37
```
Forces are in eV/Å.

Summary:
**2S+1**: 1
**Charge**: 0
**Energy above the lowest of the compared OMol25 structures with the same formula, charge and spin**: 388.3 kJ/mol
**SMILES string**: Fc1ccc(Oc2cnns2)cc1

(5)
ORCA calculation (ωB97M-V/def2-TZVPD) on C8H5NO4S in the gas phase.

XYZ file:
```
19
Properties=species:S:1:pos:R:3:forces:R:3:mulliken_charge:R:1
C -2.553 -0.721 -0.397 -0.3 1.4 1.3 -0.63
C -2.546 0.634 0.003 1.4 -2.4 -1.5 -0.57
C -1.367 -1.404 -0.397 0.0 0.9 0.1 -0.75
C -1.400 1.321 0.008 2.2 -0.7 -0.1 -0.79
C -0.180 -0.712 -0.188 0.8 -1.6 -0.9 0.70
C -0.218 0.625 -0.141 1.8 1.6 0.9 0.37
C 1.120 -1.456 -0.291 0.2 -0.5 -0.8 -0.06
C 2.517 0.395 0.749 -0.3 0.1 0.6 -0.24
N 2.264 -0.899 0.599 -0.5 0.5 1.0 0.59
O 1.346 -2.458 -0.902 -0.5 1.3 0.9 -0.43
O 2.696 -1.841 1.301 0.6 0.6 -0.3 -0.61
O 1.832 1.510 -1.562 -0.7 0.1 1.9 -0.60
O 1.271 2.740 0.589 0.1 -0.9 -0.4 -0.64
S 1.391 1.507 -0.160 0.7 0.0 -1.3 1.14
H -3.576 -1.012 -0.538 0.1 -1.4 -0.2 0.37
H -3.444 1.046 0.174 -3.0 1.8 0.5 0.52
H -1.195 -2.413 -0.505 -0.5 -2.3 -0.5 0.58
H -1.204 2.320 0.103 -0.6 2.7 0.6 0.62
H 3.245 0.816 1.554 -1.5 -1.0 -1.7 0.41
```
Forces are in eV/Å.

Summary:
**2S+1**: 1
**Charge**: 0
**Energy above the lowest of the compared OMol25 structures with the same formula, charge and spin**: 0.0 kJ/mol

(6)
ORCA calculation (ωB97M-V/def2-TZVPD) on C8H6 in the gas phase.

XYZ file:
```
14
Properties=species:S:1:pos:R:3:forces:R:3:mulliken_charge:R:1
C 0.001 0.054 -2.001 1.4 -0.8 1.0 0.03
C 1.179 -0.259 -1.714 -1.3 0.6 -1.5 -0.60
C 1.329 0.196 -0.276 -2.2 -2.2 -1.1 0.09
C 1.242 -1.065 0.469 -1.1 0.6 0.7 -0.62
C 0.078 -0.861 1.118 -0.4 -1.0 -0.6 -0.24
C -0.728 0.246 1.583 0.8 2.3 0.8 0.05
C -0.165 0.606 0.234 -1.5 -0.7 -1.4 -0.14
C -1.146 0.368 -1.153 0.9 -3.8 2.6 -0.59
H 2.045 0.898 -0.200 2.7 2.2 0.9 0.56
H 1.768 -1.983 0.284 0.5 -0.2 0.4 0.40
H -1.847 0.258 1.672 1.3 -0.4 -0.2 0.23
H -0.206 0.800 2.435 -1.0 -0.9 -0.9 0.21
H -1.592 1.208 -1.494 -1.7 2.9 -0.4 0.34
H -1.959 -0.463 -0.957 1.7 1.4 -0.5 0.27
```
Forces are in eV/Å.

Summary:
**2S+1**: 1
**Charge**: 0
**Energy above the lowest of the compared OMol25 structures with the same formula, charge and spin**: 606.2 kJ/mol
**SMILES string**: C1#C[C@@H]2C=C3C[C@]32C1

Max |F|: 9.34, 1.23, 3.69, 10.63, 3.57, 4.73 (eV Å⁻¹)